1.
ORCA calculation (ωB97M-V with the def2-TZVPD basis set) on a structure of composition C4H71F3NO34.

Last column: Löwdin charge in e.
CARTESIAN COORDINATES (ANGSTROEM)
C -3.7533 -3.9710 -3.3196  -0.094
C -2.5533 -3.3105 -2.6107  -0.290
O -2.7246 -3.1634 -1.2125  -0.194
N -3.3062 -1.8654 -0.8967  -0.013
C -2.8994 -1.6210 0.3261  -0.162
O -1.2324 -0.8629 0.4331  -0.030
C -1.1407 0.3311 0.0004  -0.781
F -2.1043 1.1877 0.4681  0.093
F 0.0749 0.9150 0.4065  0.044
F -1.1263 0.4519 -1.3610  0.100
H -3.4244 -4.7583 -4.0036  0.063
H -4.4372 -4.3796 -2.5806  0.048
H -4.2756 -3.2294 -3.9170  0.041
H -2.4036 -2.3220 -3.0522  0.092
H -1.6425 -3.8775 -2.8019  0.068
H -3.5801 -0.9923 0.9012  0.097
H -2.6799 -2.5460 0.8662  0.080
O -0.3713 -0.0988 3.4219  -0.043
H -0.5284 0.7320 3.8902  0.026
H -0.6976 0.0622 2.5224  0.026
O -1.0663 4.2638 -0.7369  -0.040
H -0.6276 4.2803 0.1202  0.045
H -1.2940 3.3366 -0.8663  0.012
O -1.4047 -3.1841 3.7370  -0.045
H -2.1342 -3.0865 4.3592  0.069
H -1.1126 -2.2789 3.5572  0.027
O -2.5458 -4.7741 1.8537  -0.086
H -1.7769 -5.2315 1.4965  -0.011
H -2.1939 -4.2098 2.5752  -0.025
O 0.3878 -4.4925 -2.0676  -0.043
H 1.2037 -4.9160 -2.3532  0.037
H 0.6304 -3.9749 -1.2908  0.032
O 0.0201 2.9563 4.1777  -0.060
H 0.7465 2.9157 3.5444  0.036
H 0.4791 3.0501 5.0210  0.026
O 2.5376 -0.0384 2.5574  -0.059
H 1.6359 -0.2203 2.8660  0.004
H 2.8168 -0.9134 2.2570  0.037
O 0.1000 -5.9793 1.1055  -0.037
H 0.7584 -6.1094 0.4143  0.052
H 0.6004 -5.6886 1.8762  0.060
O 2.7292 3.9940 4.5544  -0.067
H 3.4823 3.4745 4.2202  0.032
H 2.5984 4.6688 3.8724  0.048
O 1.4804 1.4394 -2.1640  -0.046
H 1.7997 2.1377 -1.5790  0.047
H 0.7106 1.0784 -1.7039  0.015
O -5.9898 -3.0767 -1.5213  -0.062
H -5.7698 -2.2563 -1.0625  0.029
H -6.6213 -3.5238 -0.9469  0.010
O -1.4664 -3.0085 -5.3602  -0.034
H -0.6341 -3.4544 -5.5430  0.038
H -1.6540 -2.4964 -6.1528  0.040
O 3.5916 1.0962 -0.4087  -0.047
H 3.7313 0.6807 0.4510  0.033
H 2.9588 0.5242 -0.8587  0.004
O 3.3488 -2.2512 -1.6860  -0.055
H 2.4628 -1.8968 -1.5523  0.026
H 3.9339 -1.4904 -1.6060  0.023
O 0.4784 2.1618 -4.9645  -0.057
H -0.4474 2.1184 -4.6990  0.049
H 0.9515 1.7833 -4.2114  0.005
O -0.5611 -9.0387 1.9651  -0.069
H -1.2311 -8.7516 2.5927  0.031
H -0.2963 -8.2206 1.5243  -0.001
O 3.9419 5.6954 6.4422  -0.078
H 4.3373 5.2691 7.2123  0.005
H 3.3433 5.0278 6.0633  0.012
O -7.5430 -4.7073 -3.9457  -0.062
H -7.3156 -3.8951 -3.4688  0.023
H -8.1629 -5.1503 -3.3593  0.027
O -3.6277 2.1165 -2.1315  -0.053
H -4.5036 2.0282 -1.7459  0.036
H -3.0336 1.7549 -1.4638  -0.013
O 6.5113 2.3987 -0.0409  -0.061
H 5.6782 2.0794 -0.4102  0.002
H 7.1879 1.9617 -0.5688  -0.006
O 1.4689 5.3443 -2.5359  -0.063
H 0.5844 5.2785 -2.1541  0.007
H 1.6584 4.4513 -2.8405  0.014
O 4.0640 6.3076 3.6659  -0.068
H 4.2064 6.2263 4.6238  -0.001
H 4.2411 7.2337 3.4658  0.007
O -0.4498 2.4549 -7.9348  -0.055
H 0.3363 2.2175 -8.4376  0.046
H -0.1306 2.5201 -7.0237  0.013
O -8.3871 -4.9863 -0.0568  -0.048
H -7.8313 -5.4759 0.5589  0.045
H -9.2879 -5.2178 0.1866  0.034
O 1.1151 -2.3452 1.5218  -0.052
H 0.7245 -1.5040 1.2382  0.008
H 0.3585 -2.8369 1.8613  0.025
O -0.6796 4.9227 -9.6945  -0.075
H -0.3480 4.2577 -9.0753  -0.007
H -1.6336 4.8635 -9.5909  0.029
O 5.3691 3.7218 8.1881  -0.044
H 6.1120 3.3265 7.7210  0.050
H 5.7449 4.0589 9.0077  0.048
O 9.1284 0.9839 -1.4532  -0.048
H 9.8248 0.3471 -1.6378  0.037
H 9.1765 1.6157 -2.1780  0.042
O 3.9730 9.5043 3.6046  -0.044
H 3.0873 9.7568 3.8827  0.044
H 4.4688 10.3276 3.5795  0.038
O -5.3591 -3.1907 -6.0243  -0.059
H -5.8506 -2.4572 -6.4065  0.033
H -6.0431 -3.7533 -5.6380  0.015
O -1.0733 1.6184 6.8485  -0.056
H -0.2829 1.1603 6.5461  0.029
H -1.2685 2.2546 6.1515  0.018
O 4.6145 1.8138 4.0650  -0.044
H 4.9660 1.4092 4.8628  0.045
H 4.0483 1.1327 3.6752  0.014

Properties
**E**: -3107.52762 hartree
**ΔE to the lowest compared entry with this formula, charge and spin**: 0.000 eV
**Frontier orbital gap**: 6.020 eV
**Net charge**: -1


2.
ORCA calculation (ωB97M-V with the def2-TZVPD basis set) on a structure of composition C4H7AgLiO2.

Last column: Löwdin spin population.
CARTESIAN COORDINATES (ANGSTROEM)
H 2.3446 -3.6132 -1.4456  0.206
C 1.0344 -3.4678 2.2138  0.085
C 2.1681 -3.3617 3.2059  0.099
C 1.6802 -2.0632 3.7172  0.603
C 1.2907 -1.0165 2.7295  0.101
O 1.3348 -1.6471 1.4963  0.067
O 1.2419 -4.0038 1.0372  0.202
Li 1.9077 -5.1720 -0.2342  0.040
Ag 1.7932 -2.4647 -0.1995  0.492
H 0.0568 -3.7477 2.6383  0.009
H 2.1550 -4.1600 3.9580  -0.002
H 3.1328 -3.3217 2.6767  0.024
H 1.4034 -1.9400 4.7643  0.028
H 2.0310 -0.1929 2.7453  0.025
H 0.2409 -0.6902 2.8704  0.021

Properties
**E**: -461.15265 hartree
**ΔE to the lowest compared entry with this formula, charge and spin**: 3.118 eV
**Multiplicity**: 3
**Frontier orbital gap (spin up / spin down)**: 7.792 / 7.069 eV
**Net charge**: +1
**Expectation value of S²**: 2.01